Record 1
# C12H43NO13

9 unconnected molecules or ions with the total composition C12H43NO13 at a distorted geometry (wB97M-V/def2-TZVPD, OMol25).

Properties
Calculated total energy ... -41245.2632 eV
Spin multiplicity ... 1
Energy relative to the best compared isomer or geometry (same formula, charge and spin) ... 33.29 kcal/mol
Structure (SMILES) ... COCCNCCOC.OCCO.OCCO.OCCO.O.O.O.O.O
Highest occupied orbital energy ... -9.4 eV
Molar mass ... 409.47 g/mol
Maximum force ... 2.5 eV/A

XYZ file:
```
69
Properties=species:S:1:pos:R:3:mulliken_charge:R:1
C 1.185 2.743 -0.266 -0.603
O 1.560 1.613 -1.005 -0.407
C 2.413 0.790 -0.238 -0.305
C 2.897 -0.445 -1.051 -0.392
N 3.992 -0.050 -1.920 -0.306
C 5.282 0.004 -1.231 -0.663
C 6.316 0.566 -2.197 -0.495
O 7.548 0.636 -1.487 -0.305
C 8.590 1.404 -2.075 -0.744
H 1.980 3.114 0.391 0.378
H 0.375 2.632 0.470 0.067
H 0.903 3.560 -0.930 0.313
H 1.739 0.360 0.518 0.116
H 3.259 1.355 0.159 0.413
H 2.047 -0.651 -1.701 0.120
H 3.162 -1.142 -0.250 0.352
H 4.227 -0.805 -2.561 0.279
H 5.659 -0.974 -0.906 0.281
H 5.342 0.659 -0.359 0.373
H 5.951 1.502 -2.627 0.367
H 6.516 -0.145 -3.007 0.283
H 8.645 1.350 -3.168 0.307
H 9.547 1.151 -1.635 0.243
H 8.283 2.445 -1.923 0.302
O -1.103 -0.133 -1.567 -0.652
H -0.169 0.116 -1.642 0.265
H -1.588 0.687 -1.725 0.265
O -3.773 -3.373 0.596 -0.648
H -2.894 -3.466 0.210 0.333
H -4.363 -3.307 -0.162 0.289
O -1.117 -3.320 2.263 -0.567
H -2.029 -3.166 2.543 0.314
H -1.040 -4.278 2.206 0.279
O -1.528 -0.224 1.300 -0.196
H -1.027 0.376 0.739 0.182
H -1.566 -1.047 0.801 0.113
O -0.057 0.657 3.602 -0.701
H 0.405 -0.065 3.167 0.314
H -0.856 0.778 3.074 0.316
C -0.375 -3.427 -0.908 0.020
C 0.887 -4.008 -1.521 -0.542
O 1.808 -4.450 -0.535 -0.526
O -1.275 -2.941 -1.893 -0.542
H -0.226 -2.636 -0.168 0.094
H -0.935 -4.172 -0.334 0.237
H 1.279 -3.229 -2.186 0.153
H 0.633 -4.854 -2.163 0.397
H 2.269 -5.206 -0.905 0.333
H -1.177 -1.980 -1.964 0.455
C -2.693 3.796 0.685 -0.303
C -2.975 3.799 2.216 -0.380
O -2.304 2.647 2.779 -0.448
O -2.879 2.432 0.293 -0.410
H -1.676 4.075 0.384 0.092
H -3.321 4.510 0.150 0.341
H -4.027 3.556 2.382 0.270
H -2.709 4.718 2.739 0.375
H -2.720 2.488 3.630 0.244
H -2.581 2.053 1.141 0.132
C -5.102 -0.086 1.359 0.651
C -6.246 0.551 0.513 -0.456
O -7.312 -0.349 0.380 -0.531
O -5.515 -0.449 2.669 -0.578
H -4.307 0.645 1.515 -0.223
H -4.651 -0.885 0.762 -0.105
H -5.785 0.767 -0.465 0.305
H -6.516 1.573 0.806 0.355
H -7.966 0.086 -0.174 0.302
H -6.317 -0.932 2.405 0.404
```


Record 2
# C12H44O10

10 unconnected molecules or ions with the total composition C12H44O10 at a distorted geometry (wB97M-V/def2-TZVPD, OMol25).

Properties
Calculated total energy ... -33632.1102 eV
Spin multiplicity ... 1
Energy relative to the best compared isomer or geometry (same formula, charge and spin) ... 33.33 kcal/mol
Structure (SMILES) ... CC(C)O.CC(C)O.CC(C)O.CC(C)O.O.O.O.O.O.O
Highest occupied orbital energy ... -10.0 eV
Molar mass ... 348.47 g/mol
Maximum force ... 2.9 eV/A

XYZ file:
```
66
Properties=species:S:1:pos:R:3:mulliken_charge:R:1
O 1.289 1.806 0.943 -0.860
H 1.216 1.958 -0.012 0.324
H 0.941 0.909 1.176 0.544
O -2.629 2.603 -1.543 -0.631
H -2.053 2.643 -0.770 0.331
H -3.133 1.807 -1.522 0.304
O -4.327 -1.726 3.110 -0.586
H -4.844 -2.485 3.499 0.283
H -4.927 -1.218 2.607 0.270
O 2.972 -1.004 2.739 -0.684
H 3.189 -1.354 3.612 0.302
H 3.017 -0.006 2.792 0.376
O 2.856 1.787 3.275 -0.686
H 3.477 2.467 3.486 0.316
H 2.569 2.044 2.346 0.363
O -0.608 3.701 1.972 -0.623
H -0.803 3.309 2.802 0.300
H -0.155 3.006 1.463 0.375
C 6.097 1.021 -0.953 -1.440
C 5.211 0.217 -0.041 0.969
C 4.720 -1.032 -0.803 -1.134
O 6.139 -0.024 1.013 -0.599
H 5.553 1.432 -1.864 0.317
H 6.912 0.392 -1.281 0.379
H 6.525 1.872 -0.437 0.344
H 4.299 0.744 0.300 -0.122
H 4.175 -1.782 -0.134 0.344
H 5.506 -1.534 -1.344 0.384
H 4.047 -0.700 -1.582 0.238
H 5.682 -0.596 1.672 0.334
C 1.070 -2.707 -5.866 -1.151
C 2.312 -2.074 -5.229 0.370
C 2.344 -0.509 -5.441 -1.087
O 2.244 -2.372 -3.858 -0.500
H 1.216 -2.688 -6.982 0.325
H 0.234 -2.065 -5.518 0.313
H 1.051 -3.755 -5.556 0.315
H 3.208 -2.505 -5.750 0.235
H 2.436 -0.322 -6.511 0.354
H 3.235 0.022 -4.968 0.266
H 1.412 -0.104 -5.060 0.292
H 3.012 -2.287 -3.293 0.275
C -1.859 -0.463 1.100 -0.821
C -0.783 -0.974 2.046 0.723
C -1.088 -2.452 2.397 -1.412
O 0.447 -0.801 1.343 -0.450
H -1.769 -0.957 0.087 0.301
H -1.867 0.626 0.926 0.060
H -2.878 -0.698 1.410 0.112
H -0.835 -0.447 3.005 0.116
H -1.953 -2.606 3.028 0.305
H -0.231 -2.965 2.820 0.404
H -1.327 -2.962 1.492 0.365
H 1.201 -1.212 1.834 0.221
C -7.365 1.061 1.225 -1.296
C -5.958 1.481 0.962 0.519
C -5.277 2.225 2.049 -1.143
O -5.176 0.307 0.699 -0.442
H -7.805 0.476 0.353 0.354
H -7.943 2.010 1.323 0.356
H -7.500 0.552 2.209 0.275
H -5.966 2.128 0.126 0.257
H -4.319 2.631 1.774 0.257
H -5.135 1.444 2.749 0.295
H -5.797 3.081 2.486 0.351
H -5.504 -0.378 0.071 0.256
```


Record 3
# C12H45N3O15

12 unconnected molecules or ions with the total composition C12H45N3O15 at a distorted geometry (wB97M-V/def2-TZVPD, OMol25).

Properties
Calculated total energy ... -48344.0278 eV
Spin multiplicity ... 1
Structure (SMILES) ... C[N+](=O)[O-].C[N+](=O)[O-].C[N+](=O)[O-].CO.CO.CO.CO.CO.CO.CO.CO.CO
Highest occupied orbital energy ... -10.1 eV
Molar mass ... 471.50 g/mol
Maximum force ... 3.0 eV/A

XYZ file:
```
75
Properties=species:S:1:pos:R:3:mulliken_charge:R:1
C -0.237 -2.335 3.904 -0.687
O 0.430 -2.357 2.620 -0.473
H -0.659 -1.370 4.044 0.265
H -1.041 -3.100 3.945 0.253
H 0.425 -2.565 4.814 0.240
H 0.457 -1.438 2.183 0.064
C -0.930 3.713 2.770 -0.789
O -0.850 2.905 1.562 -0.450
H -1.645 4.527 2.738 0.310
H -1.099 3.116 3.656 0.280
H 0.042 4.166 2.882 0.272
H -1.744 3.020 1.150 0.364
C 4.575 1.778 -3.049 -0.695
O 4.720 1.068 -1.822 -0.538
H 3.582 1.608 -3.541 0.223
H 4.606 2.796 -2.763 0.293
H 5.316 1.574 -3.786 0.299
H 4.118 0.291 -1.939 0.518
C -4.283 4.463 0.180 -0.831
O -3.608 3.513 1.041 -0.407
H -5.332 4.124 0.043 0.330
H -4.295 5.435 0.667 0.236
H -3.816 4.425 -0.817 0.319
H -4.132 2.700 1.172 0.466
C -5.189 1.404 -0.691 -0.313
O -5.016 1.222 0.726 -0.655
H -6.257 1.260 -1.078 0.202
H -5.018 2.508 -0.949 0.123
H -4.506 0.631 -1.088 0.154
H -4.727 0.346 0.901 0.401
C 3.534 -1.425 1.318 -0.828
O 2.180 -0.917 0.993 0.175
H 4.260 -0.676 1.610 0.304
H 3.514 -2.262 2.086 0.202
H 3.767 -1.942 0.394 0.299
H 1.814 -0.157 1.494 0.097
C 1.143 -5.035 -0.176 -0.791
O 0.819 -3.633 -0.209 -0.213
H 2.157 -5.242 0.209 0.282
H 0.454 -5.518 0.512 0.295
H 1.007 -5.433 -1.185 0.260
H 0.877 -3.230 0.700 0.244
C 2.975 -2.175 -2.631 -0.845
O 2.794 -0.986 -1.946 -0.390
H 2.216 -2.850 -2.409 0.340
H 2.985 -1.989 -3.763 0.255
H 3.940 -2.700 -2.396 0.307
H 2.559 -1.180 -0.983 0.072
C -0.803 0.260 -0.333 0.221
O -0.687 0.133 1.103 -0.160
H 0.179 -0.034 -0.785 -0.407
H -1.564 -0.409 -0.729 -0.262
H -1.166 1.222 -0.630 0.516
H -0.831 1.070 1.478 0.270
C 3.325 2.957 0.502 -0.768
N 2.983 2.823 1.978 0.846
O 2.047 2.096 2.290 -0.488
O 3.522 3.574 2.739 -0.542
H 4.041 3.745 0.423 0.351
H 2.423 3.307 0.130 0.323
H 3.669 2.025 0.144 0.264
C -2.160 -2.715 0.500 -0.390
N -3.268 -2.154 1.332 1.230
O -3.153 -2.227 2.538 -0.587
O -4.158 -1.619 0.723 -0.753
H -1.271 -2.320 0.883 -0.132
H -2.346 -2.363 -0.547 0.229
H -2.172 -3.815 0.585 0.386
C -0.160 -0.974 -4.081 -0.629
N -1.581 -1.319 -3.671 0.997
O -1.951 -2.445 -3.526 -0.574
O -2.330 -0.358 -3.647 -0.542
H 0.482 -0.776 -3.208 0.109
H -0.282 -0.027 -4.624 0.347
H 0.326 -1.740 -4.655 0.307
```


Record 4
# C12H46BrF14INO17PS

16 unconnected molecules or ions with the total composition C12H46BrF14INO17PS at a distorted geometry (wB97M-V/def2-TZVPD, OMol25).

Properties
Calculated total energy ... -185799.1844 eV
Spin multiplicity ... 1
Highest occupied orbital energy ... -9.2 eV
Molar mass ... 1012.31 g/mol
Maximum force ... 1.5 eV/A

XYZ file:
```
94
Properties=species:S:1:pos:R:3:mulliken_charge:R:1
N 1.357 -3.911 2.680 -0.537
C 2.029 -3.091 1.666 -0.591
F 3.364 -3.091 2.022 -0.444
C 1.407 -1.694 1.608 -0.414
C 0.186 -1.798 0.679 -0.594
C -1.070 -1.143 1.238 -0.838
C -0.854 0.358 1.410 -0.447
I -2.400 1.545 0.498 -0.185
O 2.238 -0.681 1.076 0.481
C 3.313 -0.243 1.872 0.138
C 3.879 0.990 1.174 -1.210
C 4.116 0.753 -0.326 -1.103
C 3.111 1.499 -1.153 0.700
F 1.829 1.170 -0.879 -0.135
F 3.233 2.834 -0.881 -0.384
C 3.319 1.410 -2.686 0.623
F 2.503 2.294 -3.292 -0.352
F 4.589 1.804 -2.939 -0.329
C 3.121 -0.025 -3.283 0.684
F 2.565 -0.879 -2.387 0.020
F 4.351 -0.525 -3.572 -0.369
C 2.344 -0.051 -4.634 0.335
F 2.629 -1.233 -5.242 -0.283
F 2.774 0.931 -5.462 -0.274
S 0.449 0.006 -4.458 1.420
F 0.302 -0.588 -5.926 -0.346
F 0.428 -1.457 -3.880 -0.379
F 0.539 0.630 -3.022 -0.189
F 0.416 1.465 -5.095 -0.260
F -1.119 0.056 -4.343 -0.395
P 2.841 0.149 3.638 0.014
O 1.765 1.329 3.265 -0.391
Br 4.679 1.243 4.373 -0.299
H 0.407 -3.595 2.827 0.255
H 1.849 -3.711 3.547 0.381
H 1.929 -3.637 0.736 0.610
H 1.004 -1.466 2.596 0.521
H 0.417 -1.319 -0.265 -0.060
H -0.021 -2.839 0.452 0.514
H -1.861 -1.295 0.519 0.714
H -1.364 -1.640 2.159 0.166
H 0.054 0.681 0.922 -0.131
H -0.781 0.669 2.441 0.572
H 4.127 -0.962 1.936 0.418
H 4.782 1.321 1.662 0.628
H 3.161 1.796 1.294 0.413
H 4.124 -0.314 -0.523 0.284
H 5.099 1.127 -0.582 0.742
H 1.575 1.794 4.086 0.290
O 3.718 -3.471 -1.435 -0.581
H 3.585 -2.673 -1.956 0.281
H 4.107 -4.100 -2.049 0.247
O -4.338 -1.236 1.124 -0.568
H -4.823 -0.746 0.450 0.307
H -5.020 -1.602 1.701 0.272
O -4.946 1.159 2.988 -0.644
H -5.023 1.955 2.451 0.361
H -4.604 0.497 2.367 0.253
O 1.427 1.113 -8.835 -0.656
H 2.360 1.337 -8.775 0.314
H 1.193 0.822 -7.949 0.333
O -7.083 2.617 5.202 -0.632
H -7.163 3.413 4.670 0.298
H -6.748 1.956 4.583 0.328
O -1.302 -1.876 -2.088 -0.477
H -1.371 -1.083 -2.630 0.232
H -0.975 -2.552 -2.689 0.278
O 3.973 -5.692 1.046 -0.656
H 3.565 -4.934 1.482 0.389
H 4.566 -6.071 1.700 0.302
O 2.488 -6.616 4.481 -0.656
H 2.228 -5.978 3.805 0.360
H 2.839 -7.358 3.980 0.306
O -5.911 0.011 6.832 -0.636
H -6.098 0.804 6.321 0.303
H -6.751 -0.192 7.255 0.331
O -0.203 4.273 -4.251 -0.624
H -1.154 4.389 -4.175 0.313
H -0.083 3.328 -4.387 0.294
O -7.655 1.358 8.838 -0.627
H -6.795 1.729 9.059 0.330
H -8.003 1.035 9.674 0.302
O 1.775 5.452 -1.137 -0.636
H 1.554 6.063 -1.845 0.295
H 2.011 4.637 -1.589 0.335
O -3.256 3.160 4.363 -0.654
H -3.410 2.978 5.295 0.318
H -3.569 2.361 3.917 0.388
O -3.505 2.968 -4.422 -0.613
H -3.580 3.758 -4.962 0.306
H -3.197 2.304 -5.042 0.292
O -4.285 1.656 -6.906 -0.608
H -5.232 1.655 -7.072 0.310
H -4.039 0.726 -6.938 0.307
```